C12H16N2O4 | the ωB97M-V functional and the def2-TZVPD basis

The total energy is -877.23672 Ha. The calculation puts the max |F| at 9.43 eV Å⁻¹. The lowest unoccupied orbital energy is 0.6 eV. As for the structure (SMILES): C[C@H](NC(=O)[C@@H](N)Cc1ccc(O)cc1)C(=O)O. As for the relative energy (zero: lowest compared OMol25 entry of this formula, charge and spin): 101.5 kcal/mol. The calculation puts the molar mass at 252.3 g mol⁻¹.

Structure (ORCA input):
```
! RIJCOSX wB97M-V def2-TZVPD def2/J DEFGRID3
* xyz 0 1
C 0.547 -3.935 0.124
C 0.323 -2.380 -0.195
N -0.728 -1.747 0.466
C -0.705 -0.860 1.600
O -1.704 -0.384 1.980
C 0.577 -0.535 2.237
N 1.545 -1.668 2.181
C 1.372 0.788 1.565
C 0.717 1.730 0.576
C 0.592 1.321 -0.766
C 0.002 2.197 -1.646
C -0.348 3.460 -1.161
O -0.998 4.275 -1.989
C -0.087 3.930 0.139
C 0.363 2.988 0.988
C -0.256 -2.422 -1.659
O 0.322 -2.106 -2.661
O -1.682 -2.680 -1.695
H 1.060 -4.057 1.040
H -0.332 -4.632 -0.061
H 1.294 -4.205 -0.720
H 1.171 -1.728 -0.287
H -1.624 -1.887 0.108
H 0.314 -0.136 3.179
H 2.233 -1.378 2.914
H 2.351 -1.578 1.409
H 2.017 1.358 2.416
H 2.272 0.441 0.854
H 0.853 0.321 -1.159
H -0.362 1.929 -2.644
H -1.353 3.828 -2.809
H -0.433 4.947 0.471
H 0.694 3.286 1.909
H -1.976 -3.146 -1.036
*
```

C12H16N2O7S | the ωB97M-V functional and the def2-TZVPD basis

The total energy is -1501.00062 Ha. The calculation puts the max |F| at 5.72 eV Å⁻¹. The lowest unoccupied orbital energy is -0.4 eV. As for the structure (SMILES): CC(=O)OCC[C@@]1(c2ccncc2)OS(=O)(=O)O[C@]1(O)CN. As for the relative energy (zero: lowest compared OMol25 entry of this formula, charge and spin): 142.1 kcal/mol. The calculation puts the molar mass at 332.3 g mol⁻¹.

Structure (ORCA input):
```
! RIJCOSX wB97M-V def2-TZVPD def2/J DEFGRID3
* xyz 0 1
C 3.747 -0.300 0.354
C 3.508 -1.482 -0.690
O 4.313 -2.421 -0.852
O 2.262 -1.447 -1.432
C 1.324 -2.155 -0.547
C -0.207 -1.872 -0.908
C -0.632 -0.328 -0.891
C 0.134 0.703 0.055
C 0.609 2.077 -0.544
C 1.306 3.056 0.432
N 1.561 2.876 1.823
C 1.142 1.613 2.335
C 0.425 0.471 1.579
O -0.683 0.202 -2.267
S -2.079 1.161 -2.456
O -2.976 0.724 -3.583
O -1.858 2.633 -2.645
O -2.655 1.052 -0.873
C -2.204 -0.294 -0.477
O -3.081 -1.161 -1.274
C -2.623 -0.672 1.025
N -2.779 0.531 1.930
H 3.421 0.731 -0.005
H 3.155 -0.582 1.305
H 4.857 -0.314 0.625
H 1.506 -3.295 -0.640
H 1.504 -1.872 0.545
H -0.374 -2.240 -1.993
H -0.889 -2.542 -0.264
H 0.455 2.360 -1.636
H 1.624 4.069 -0.017
H 1.331 1.432 3.458
H 0.103 -0.492 2.091
H -3.944 -0.673 -1.236
H -1.808 -1.321 1.524
H -3.623 -1.240 1.092
H -2.137 0.444 2.742
H -3.734 0.568 2.315
*
```

C12H16N6O3 | the ωB97M-V functional and the def2-TZVPD basis

The total energy is -1021.22520 Ha. The calculation puts the max |F| at 1.22 eV Å⁻¹. The lowest unoccupied orbital energy is 0.6 eV. As for the structure (SMILES): N[C@@H](Cc1c[nH]cn1)C(=O)N[C@@H](Cc1c[nH]cn1)C(=O)O. As for the relative energy (zero: lowest compared OMol25 entry of this formula, charge and spin): 1.8 kcal/mol. The calculation puts the molar mass at 292.3 g mol⁻¹.

Structure (ORCA input):
```
! RIJCOSX wB97M-V def2-TZVPD def2/J DEFGRID3
* xyz 0 1
N 0.853 -2.744 2.089
C -0.220 -3.012 1.154
C -1.606 -2.540 1.653
C -1.590 -1.049 1.852
C -1.951 -0.081 0.956
N -1.507 1.114 1.490
C -0.894 0.798 2.660
N -0.938 -0.488 2.926
C -0.002 -2.286 -0.179
O -0.717 -2.492 -1.162
N 0.941 -1.321 -0.170
C 0.840 -0.192 -1.070
C 1.382 1.089 -0.429
C 0.803 2.328 -1.042
C 1.208 2.992 -2.160
N 0.317 4.024 -2.321
C -0.571 3.950 -1.309
N -0.315 2.940 -0.510
C 1.484 -0.489 -2.432
O 2.370 0.201 -2.903
O 0.967 -1.530 -3.073
H 1.217 -3.613 2.518
H 0.533 -2.126 2.837
H -0.290 -4.090 0.922
H -1.831 -3.036 2.594
H -2.370 -2.821 0.915
H -2.432 -0.125 0.010
H -1.368 1.964 0.959
H -0.431 1.566 3.309
H 1.498 -1.262 0.687
H -0.250 -0.028 -1.283
H 1.154 1.043 0.636
H 2.485 1.107 -0.531
H 2.019 2.787 -2.857
H 0.352 4.733 -3.041
H -1.401 4.640 -1.173
H 0.261 -1.952 -2.522
*
```